Density functional theory data (the ωB97M-V functional and the def2-TZVPD basis) for C31H34Br4Cl2N8O7Y as an isolated structure.

Charge: -1
Frontier orbital gap: 6.42 eV
HOMO: -4.35 eV
LUMO: 2.0668 eV

Element x y z (Å)
Y 0.52 0.21 0.31
N -1.92 -1.69 0.65
C -1.56 -2.58 -0.47
C -2.51 -3.73 -0.74
C -1.96 -4.80 -1.69
C -0.94 -4.33 -2.72
N -1.37 -3.21 -3.54
C -0.54 -2.19 -3.93
N 0.69 -2.01 -3.60
N -1.15 -1.29 -4.81
C -0.11 -2.97 -0.19
O 0.18 -4.11 0.16
O 0.69 -1.99 -0.33
H -1.87 -2.23 1.52
H -2.86 -1.34 0.55
H -1.53 -1.94 -1.36
H -3.44 -3.30 -1.12
H -2.76 -4.22 0.21
H -2.80 -5.31 -2.19
H -1.44 -5.56 -1.10
H -0.66 -5.17 -3.36
H -0.04 -4.03 -2.19
H -2.28 -3.27 -3.97
H 1.03 -2.75 -2.99
H 1.20 -0.36 -3.69
H -2.12 -1.12 -4.63
H -0.61 -0.44 -4.88
Br 7.31 2.49 1.53
C 5.82 1.69 0.68
C 5.98 1.02 -0.52
Br 7.66 0.91 -1.36
C 4.85 0.41 -1.10
Br 5.01 -0.57 -2.72
C 3.59 0.45 -0.52
O 2.53 -0.16 -1.02
C 3.42 1.19 0.70
O 2.24 1.26 1.24
C 4.56 1.77 1.28
Br 4.27 2.69 2.91
Cl -1.18 2.70 4.82
C -0.43 1.12 4.79
C -0.26 0.46 6.02
C 0.31 -0.78 6.06
Cl 0.50 -1.59 7.60
C 0.77 -1.40 4.87
C 1.39 -2.67 4.81
C 1.81 -3.16 3.61
C 1.60 -2.40 2.44
N 1.01 -1.23 2.46
C 0.59 -0.72 3.65
C -0.04 0.58 3.57
O -0.22 1.15 2.44
H -0.59 0.93 6.93
H 1.53 -3.23 5.73
H 2.28 -4.13 3.54
H 1.92 -2.77 1.48
N 1.71 0.46 -3.38
N 0.95 1.63 -3.59
C 0.75 2.51 -2.47
O 0.29 3.62 -2.75
O 1.03 2.00 -1.35
H 2.63 0.49 -3.83
H 1.94 0.28 -2.29
H 1.08 2.08 -4.48
C -2.20 4.94 1.40
N -1.49 3.66 1.55
C -0.22 3.70 0.76
C -2.44 2.49 1.27
C -2.51 2.06 -0.17
C -3.55 2.57 -0.95
C -3.69 2.19 -2.27
C -2.78 1.28 -2.79
C -1.76 0.78 -1.99
C -1.56 1.13 -0.64
H -1.53 5.76 1.62
H -3.06 4.97 2.07
H -2.54 5.02 0.36
H -1.22 3.52 2.53
H -0.44 3.73 -0.30
H 0.40 2.85 1.00
H 0.32 4.60 1.07
H -3.41 2.82 1.64
H -2.07 1.68 1.88
H -4.26 3.27 -0.51
H -4.50 2.59 -2.88
H -2.86 0.99 -3.83
H -1.06 0.09 -2.47